Record 1
C33H17Br2F15GeIrN4O3S2 as an isolated structure, computed with ωB97M-V/def2-TZVPD.

- M (g mol⁻¹) = 1291.263
- E (hartree) = -11335.9471
- gap between HOMO and LUMO (eV) = 7.50
- total charge = +1
- energy above the lowest of the compared OMol25 structures with the same formula, charge and spin (kcal/mol) = 3.02

Element x y z (Å)
Ir -1.418 -0.930 -0.154
Br -6.118 0.658 -0.977
C -5.517 -1.076 -0.572
C -6.437 -2.136 -0.520
C -6.026 -3.400 -0.213
Br -7.298 -4.793 -0.127
C -4.660 -3.660 0.051
C -4.136 -4.910 0.451
C -2.808 -5.026 0.739
C -1.970 -3.909 0.583
N -2.420 -2.747 0.179
C -3.752 -2.588 -0.057
C -4.173 -1.270 -0.332
O -3.300 -0.282 -0.380
H -7.481 -1.934 -0.716
H -4.799 -5.760 0.537
H -2.384 -5.965 1.061
H -0.905 -3.991 0.753
C -2.090 -0.823 -4.658
S -2.713 -0.595 -3.003
C -2.902 1.182 -3.009
O -1.434 -0.920 -2.196
H -1.120 -0.334 -4.718
H -2.797 -0.379 -5.357
H -2.004 -1.890 -4.842
H -3.884 1.383 -3.439
H -2.110 1.654 -3.580
H -2.885 1.502 -1.971
F 1.807 4.925 -0.475
C 1.786 4.497 0.790
C 1.668 3.146 1.063
C 1.606 2.801 2.397
F 1.451 1.499 2.733
C 1.684 3.714 3.425
F 1.614 3.310 4.700
C 1.825 5.059 3.118
F 1.900 5.957 4.088
C 1.874 5.454 1.791
F 1.995 6.740 1.489
Ge 1.408 1.743 -0.287
S -0.720 1.325 -0.063
C 2.685 0.266 0.018
C 3.748 0.260 0.905
F 3.900 1.249 1.797
C 4.697 -0.751 0.917
F 5.695 -0.733 1.799
C 4.602 -1.788 0.002
F 5.496 -2.765 0.011
C 3.570 -1.797 -0.924
F 3.477 -2.783 -1.810
C 2.649 -0.766 -0.905
F 1.677 -0.771 -1.826
C 2.076 2.356 -2.028
C 1.451 2.129 -3.238
F 0.253 1.528 -3.278
C 2.022 2.485 -4.448
F 1.383 2.245 -5.592
C 3.269 3.088 -4.460
F 3.828 3.434 -5.608
C 3.935 3.317 -3.264
F 5.136 3.882 -3.269
C 3.330 2.940 -2.080
F 4.002 3.134 -0.934
C 1.201 -1.101 4.914
N 0.689 -1.318 3.573
C 1.394 -2.034 2.518
C 0.455 -1.794 1.368
O 0.496 -2.059 0.168
N -0.610 -1.106 1.786
C -0.431 -0.792 3.085
N -1.294 -0.060 3.770
H 2.116 -1.674 5.032
H 0.485 -1.446 5.660
H 1.433 -0.046 5.070
H 1.503 -3.097 2.745
H 2.378 -1.602 2.317
H -2.008 0.420 3.241
H -1.045 0.319 4.670

Record 2
A 2-piece molecular cluster, C8H7NO3 overall, computed with ωB97M-V/def2-TZVPD.

- M (g mol⁻¹) = 165.148
- E (hartree) = -589.2983
- gap between HOMO and LUMO (alpha / beta) (eV) = 7.98 / 7.99
- energy above the lowest of the compared OMol25 structures with the same formula, charge and spin (kcal/mol) = 138.00

Element x y z (Å)
C 2.500 1.140 0.366
C 2.278 0.522 -0.906
C 1.613 1.048 1.375
C 1.114 -0.227 -0.993
C 0.351 0.495 1.158
C 0.127 -0.253 -0.022
C -1.819 -2.044 -0.519
C -1.140 -0.856 -0.057
N -2.402 0.850 -0.325
O -2.268 1.673 -1.199
O -3.107 0.775 0.657
O -1.870 -1.497 0.853
H 3.598 1.348 0.472
H 2.845 0.740 -1.750
H 1.772 1.442 2.398
H 0.950 -0.764 -1.914
H -0.401 0.534 1.953
H -2.716 -1.969 -1.068
H -1.424 -2.957 -0.480